No. 1
The following is a quantum chemistry calculation of a molecular structure, C22H33Br12F9N2O8, from the Open Molecules 2025 dataset.

Geometry as XYZ:
```
86
Properties=species:S:1:pos:R:3
C -6.20 13.72 -29.98
C -5.69 12.68 -30.97
O -5.76 13.02 -32.11
N -5.36 11.46 -30.54
C -5.01 10.38 -31.46
H -5.99 14.77 -30.17
H -5.81 13.52 -28.98
H -7.28 13.85 -29.97
H -5.41 11.21 -29.57
H -5.06 10.60 -32.52
H -5.69 9.57 -31.19
H -4.00 9.99 -31.36
C -5.32 16.47 -33.85
C -5.75 15.56 -35.00
O -5.69 15.97 -36.11
N -6.20 14.31 -34.75
C -6.32 13.33 -35.76
H -5.95 17.37 -33.80
H -4.34 16.86 -34.13
H -5.26 16.02 -32.87
H -6.21 13.91 -33.82
H -5.35 12.84 -35.73
H -6.48 13.68 -36.78
H -7.13 12.63 -35.55
C -10.81 13.56 -36.03
C -11.98 13.85 -35.16
O -12.59 14.91 -35.89
C -13.78 14.82 -36.47
O -14.51 13.83 -36.36
C -14.30 16.07 -37.19
F -13.59 17.12 -36.90
F -14.37 15.72 -38.43
F -15.55 16.23 -36.75
H -11.03 12.76 -36.73
H -10.01 13.23 -35.37
H -10.36 14.39 -36.57
H -11.65 14.08 -34.14
H -12.60 12.96 -35.17
C -13.27 13.83 -30.60
C -12.87 12.82 -31.76
O -11.52 12.69 -31.77
C -10.73 11.88 -32.59
O -11.18 11.24 -33.55
C -9.23 11.92 -32.30
F -8.73 12.80 -33.05
F -9.12 12.30 -30.96
F -8.61 10.81 -32.53
H -12.89 13.38 -29.68
H -14.34 13.71 -30.40
H -12.94 14.86 -30.71
H -13.25 13.07 -32.75
H -13.34 11.88 -31.45
C -9.62 8.01 -34.76
C -10.31 7.00 -33.90
O -11.61 7.47 -33.43
C -12.75 6.62 -33.47
O -12.70 5.45 -33.98
C -13.98 7.44 -32.94
F -13.61 8.50 -32.26
F -14.78 7.81 -33.98
F -14.57 6.62 -32.04
H -9.92 8.93 -34.26
H -10.05 7.99 -35.76
H -8.54 7.90 -34.78
H -9.74 6.85 -32.98
H -10.39 6.08 -34.48
C -14.08 9.74 -27.98
Br -13.21 10.03 -26.20
Br -12.84 10.05 -29.53
Br -15.78 10.83 -28.39
H -14.38 8.69 -27.97
C -18.77 15.34 -28.96
Br -20.11 14.27 -27.83
Br -19.55 16.21 -30.57
Br -16.95 14.60 -29.30
H -18.71 16.23 -28.34
C -14.04 17.93 -32.15
Br -14.59 19.49 -33.31
Br -12.80 16.64 -33.03
Br -15.76 17.02 -31.68
H -13.58 18.20 -31.19
C -12.88 13.52 -26.44
Br -11.14 14.00 -27.42
Br -14.16 15.00 -26.83
Br -12.69 13.18 -24.45
H -13.22 12.62 -26.94
```

Output
Molar mass = 1583.34 u
Spin multiplicity = 2
Gap between HOMO and LUMO (alpha / beta) = 8.9 / 3.2 eV
E_tot = -33356.0398 hartree
Expectation value of S² = 0.77
HOMO (alpha / beta) = -0.4266 / -0.4266 hartree
Charge = +1

Mulliken atomic charge list, values in e, 5 entries: C -1.21; C 0.83; O -0.73; N -0.19; C -0.88



No. 2
The following is a quantum chemistry calculation of a molecular structure, C22H33BrCoN4O3, from the Open Molecules 2025 dataset.

Geometry as XYZ:
```
64
Properties=species:S:1:pos:R:3
Co 0.67 0.95 0.42
N 0.50 2.65 1.41
C 0.51 2.43 2.86
C -0.16 1.09 3.14
N 0.36 0.07 2.22
C 1.58 -0.65 2.65
C 2.86 0.10 2.28
N 2.76 0.59 0.90
H 1.21 3.32 1.12
H -0.39 3.00 1.05
H -0.01 3.23 3.40
H 1.54 2.42 3.21
H -1.23 1.19 2.94
H -0.03 0.80 4.19
H -0.36 -0.63 2.05
H 1.56 -1.61 2.12
H 1.56 -0.85 3.72
H 3.71 -0.58 2.44
H 3.01 0.95 2.94
H 2.83 -0.18 0.23
H 3.49 1.26 0.68
Br -3.42 3.79 1.43
C -2.93 3.62 -0.41
C -3.86 3.94 -1.38
C -3.44 3.80 -2.70
C -2.15 3.36 -2.96
C -1.32 3.04 -1.90
N -1.72 3.18 -0.63
C 0.10 2.51 -2.18
O 0.49 2.61 -3.34
O 0.75 2.04 -1.19
H -4.85 4.28 -1.12
H -4.11 4.05 -3.51
H -1.77 3.24 -3.96
C -2.05 -0.37 -1.93
C -2.26 -1.01 -0.56
C -2.41 0.05 0.53
C -1.23 -2.12 -0.34
C -1.75 -3.41 -0.22
C -0.96 -4.54 -0.29
C 0.39 -4.37 -0.57
C 0.96 -3.11 -0.68
C 2.43 -3.05 -1.10
C 2.72 -2.05 -2.22
C 3.38 -2.89 0.09
C 0.17 -1.94 -0.46
O 0.79 -0.78 -0.42
H -2.80 0.40 -2.12
H -2.12 -1.12 -2.72
H -1.06 0.08 -2.00
H -3.22 -1.52 -0.59
H -1.59 0.77 0.52
H -2.49 -0.40 1.52
H -3.32 0.63 0.36
H -2.82 -3.52 -0.10
H -1.39 -5.53 -0.19
H 1.02 -5.24 -0.73
H 2.64 -4.04 -1.52
H 2.53 -1.02 -1.93
H 2.09 -2.25 -3.09
H 3.76 -2.14 -2.54
H 4.41 -2.72 -0.25
H 3.37 -3.78 0.71
H 3.09 -2.05 0.72
```

Output
Molar mass = 540.37 u
Spin multiplicity = 2
Gap between HOMO and LUMO (alpha / beta) = 7.2 / 7.2 eV
E_tot = -5259.7136 hartree
Expectation value of S² = 0.77
Energy relative to the best compared isomer or geometry (same formula, charge and spin) = 4.82 kcal/mol
HOMO (alpha / beta) = -0.2584 / -0.2578 hartree

natural (NBO) atomic charge list, values in e, 5 entries: Co 1.22; N -0.83; C -0.23; C -0.24; N -0.63



No. 3
The following is a quantum chemistry calculation of 13 unconnected molecules or ions with the total composition C22H33Cl36N3O, from the Open Molecules 2025 dataset.

Geometry as XYZ:
```
95
Properties=species:S:1:pos:R:3
C 1.52 -5.31 0.97
C 0.02 -5.37 1.33
C -0.67 -3.98 1.09
C -1.82 -4.08 0.06
N -1.61 -3.02 -0.93
C -2.58 -2.03 -0.56
O -2.47 -0.91 -0.48
C -3.84 -2.86 -0.24
C -3.31 -4.11 0.55
C -3.66 -3.73 2.00
N -3.14 -2.43 2.40
N -3.94 -5.28 -0.06
C -4.11 -6.39 0.86
C -4.41 -7.68 0.10
H 2.05 -4.56 1.54
H 1.61 -5.10 -0.09
H 1.93 -6.28 1.21
H -0.50 -6.10 0.72
H -0.08 -5.57 2.39
H -0.92 -3.49 2.02
H 0.10 -3.36 0.63
H -1.68 -5.02 -0.46
H -1.98 -3.34 -1.82
H -4.60 -2.30 0.29
H -4.24 -3.12 -1.22
H -4.75 -3.64 2.01
H -3.45 -4.50 2.72
H -3.81 -1.72 2.19
H -2.99 -2.51 3.38
H -4.85 -5.01 -0.38
H -4.98 -6.20 1.50
H -3.27 -6.53 1.54
H -3.75 -7.82 -0.74
H -5.44 -7.66 -0.25
H -4.32 -8.57 0.72
C 0.53 0.27 -3.27
Cl 1.59 -1.14 -3.35
Cl 1.44 1.72 -2.88
Cl -0.35 0.48 -4.79
H -0.19 0.10 -2.48
C 0.14 5.59 -3.07
Cl 0.93 4.90 -4.49
Cl 1.29 6.55 -2.13
Cl -1.25 6.57 -3.54
H -0.21 4.78 -2.45
C -5.01 5.60 -5.43
Cl -3.92 4.22 -5.54
Cl -4.12 7.06 -5.02
Cl -5.90 5.82 -6.94
H -5.73 5.41 -4.64
C 4.37 -2.54 3.48
Cl 5.92 -2.99 4.19
Cl 4.42 -2.74 1.72
Cl 3.07 -3.51 4.16
H 4.18 -1.50 3.69
C 7.33 -0.43 1.02
Cl 6.60 1.03 1.69
Cl 8.26 -0.07 -0.43
Cl 8.35 -1.20 2.24
H 6.54 -1.12 0.75
C 6.32 4.17 -0.82
Cl 7.09 3.48 -2.24
Cl 7.46 5.14 0.12
Cl 4.93 5.16 -1.27
H 5.97 3.35 -0.19
C 7.43 3.27 4.92
Cl 7.54 1.52 5.06
Cl 8.85 4.04 5.62
Cl 7.22 3.77 3.24
H 6.56 3.60 5.48
C 6.84 -2.88 -2.95
Cl 6.06 -1.97 -4.24
Cl 8.48 -2.29 -2.66
Cl 5.88 -2.82 -1.47
H 6.91 -3.92 -3.26
C -4.43 1.24 3.93
Cl -2.73 1.68 3.78
Cl -5.03 0.50 2.44
Cl -4.68 0.17 5.31
H -5.00 2.15 4.10
C -0.89 9.59 -0.48
Cl -0.40 11.17 0.14
Cl -1.29 8.49 0.84
Cl -2.26 9.75 -1.59
H -0.06 9.17 -1.03
C -6.20 8.95 -8.96
Cl -5.42 8.26 -10.39
Cl -5.06 9.91 -8.03
Cl -7.60 9.92 -9.43
H -6.55 8.13 -8.34
C 0.05 -1.24 6.94
Cl 0.04 0.51 7.19
Cl -0.20 -2.09 8.46
Cl -1.19 -1.70 5.76
H 1.01 -1.52 6.54
```

Output
Molar mass = 1631.83 u
Gap between HOMO and LUMO = 9.0 eV
E_tot = -17664.3815 hartree
HOMO = -0.3312 hartree

Mulliken atomic charge list, values in e, 5 entries: C -1.36; C -0.44; C -1.30; C -0.47; N -0.51



No. 4
The following is a quantum chemistry calculation of a molecular structure, C22H33F2MnNSSb, from the Open Molecules 2025 dataset.

Geometry as XYZ:
```
61
Properties=species:S:1:pos:R:3
Mn -0.07 0.26 0.14
F 0.11 -1.11 5.48
C -0.03 -0.16 4.53
C 0.07 -0.51 3.20
C -0.07 0.47 2.22
C -0.30 1.80 2.61
C -0.42 2.08 3.96
F -0.68 3.34 4.39
C -0.28 1.13 4.95
C -0.39 2.83 1.54
C -0.35 4.21 1.76
C -0.40 5.08 0.69
C -0.50 4.60 -0.61
C -0.52 3.23 -0.76
N -0.46 2.38 0.27
H 0.27 -1.55 2.96
H -0.38 1.39 5.99
H -0.27 4.59 2.76
H -0.37 6.15 0.87
H -0.55 5.25 -1.47
H -0.57 2.78 -1.75
C 5.78 -0.91 0.15
C 4.44 -1.64 0.15
C 4.25 -2.49 1.41
Sb 2.76 -0.36 -0.14
C 3.26 1.51 0.81
C 3.58 1.21 2.28
C 4.30 2.40 0.15
C 2.82 0.07 -2.24
C 4.14 0.44 -2.90
C 1.72 1.10 -2.50
H 6.59 -1.64 0.16
H 5.89 -0.29 1.05
H 5.92 -0.27 -0.72
H 4.38 -2.29 -0.73
H 4.24 -1.87 2.31
H 5.08 -3.20 1.51
H 3.32 -3.06 1.39
H 2.30 2.04 0.78
H 4.53 0.69 2.40
H 2.80 0.61 2.77
H 3.66 2.15 2.84
H 5.27 1.90 0.03
H 4.47 3.29 0.76
H 3.99 2.74 -0.84
H 2.48 -0.89 -2.67
H 4.55 1.37 -2.50
H 4.01 0.58 -3.98
H 4.89 -0.33 -2.77
H 2.01 2.10 -2.16
H 0.80 0.82 -1.95
H 1.44 1.16 -3.55
C -3.08 0.29 -1.53
S -2.10 -0.94 -0.66
C -2.98 -1.03 0.91
H -3.08 1.24 -1.00
H -4.10 -0.08 -1.62
H -2.66 0.41 -2.52
H -3.99 -1.40 0.71
H -3.01 -0.06 1.40
H -2.45 -1.74 1.54
```

Output
Molar mass = 558.27 u
Spin multiplicity = 6
Gap between HOMO and LUMO (alpha / beta) = 7.9 / 8.4 eV
E_tot = -2901.7864 hartree
Expectation value of S² = 8.76
HOMO (alpha / beta) = -0.3924 / -0.4176 hartree
Charge = +1

natural (NBO) atomic charge list, values in e, 5 entries: Mn 1.30; F -0.31; C 0.44; C -0.35; C -0.50



No. 5
The following is a quantum chemistry calculation of 2 unconnected molecules or ions with the total composition C22H33FNO2Si2, from the Open Molecules 2025 dataset.

Geometry as XYZ:
```
61
Properties=species:S:1:pos:R:3
C -3.74 2.34 -1.05
Si -2.58 3.07 0.22
C -3.22 4.78 0.59
C -2.40 2.07 1.79
O -1.00 3.34 -0.39
N -0.17 2.35 -0.90
O -1.00 1.30 -1.38
Si -0.83 1.41 -3.11
C -2.01 0.10 -3.71
C -1.42 3.08 -3.73
C 0.97 1.17 -3.47
C 0.57 1.80 0.18
C 1.18 2.87 0.99
C 0.67 0.46 0.42
H -4.77 2.58 -0.74
H -3.59 2.79 -2.04
H -3.67 1.25 -1.13
H -4.22 4.71 1.05
H -2.57 5.33 1.27
H -3.33 5.36 -0.34
H -3.41 1.92 2.21
H -1.96 1.08 1.62
H -1.80 2.61 2.53
H -1.99 0.07 -4.81
H -1.75 -0.89 -3.32
H -3.04 0.34 -3.40
H -1.09 3.19 -4.77
H -2.51 3.18 -3.72
H -0.98 3.90 -3.15
H 1.13 1.20 -4.56
H 1.56 1.98 -3.02
H 1.35 0.21 -3.09
H 1.93 2.46 1.68
H 1.67 3.60 0.32
H 0.43 3.42 1.57
H 1.35 0.15 1.20
H 0.15 -0.27 -0.19
F 3.69 -5.76 4.15
C 2.72 -4.78 4.14
C 2.26 -4.29 5.36
C 1.29 -3.27 5.32
C 0.88 -2.72 4.11
C 1.42 -3.18 2.87
C 1.03 -2.52 1.67
C 1.59 -2.76 0.39
C 0.76 -2.63 -0.77
C 1.26 -2.84 -2.04
C 2.60 -3.24 -2.22
C 3.43 -3.39 -1.09
C 2.96 -3.10 0.18
C 2.30 -4.30 2.91
H 2.63 -4.69 6.29
H 0.86 -2.91 6.26
H 0.16 -1.90 4.09
H 0.17 -1.85 1.74
H -0.30 -2.39 -0.63
H 0.61 -2.73 -2.91
H 2.99 -3.43 -3.22
H 4.45 -3.76 -1.21
H 3.63 -3.13 1.04
H 2.67 -4.75 1.99
```

Output
Molar mass = 418.68 u
Gap between HOMO and LUMO = 4.9 eV
E_tot = -1741.9300 hartree
Energy relative to the best compared isomer or geometry (same formula, charge and spin) = 0.00 kcal/mol
HOMO = -0.4060 hartree
Charge = +1

natural (NBO) atomic charge list, values in e, 5 entries: C -1.15; Si 1.88; C -1.14; C -1.16; O -0.73



No. 6
The following is a quantum chemistry calculation of a molecular structure, C22H33IrN4O8P2S3, from the Open Molecules 2025 dataset.

Geometry as XYZ:
```
73
Properties=species:S:1:pos:R:3
Ir -0.15 0.56 -0.57
C -3.18 3.66 -1.27
C -2.03 4.62 -1.16
C -1.08 4.59 -2.34
O -1.27 4.41 0.10
P -0.52 3.25 0.79
S -1.55 1.50 0.99
S 1.07 2.55 -0.22
O -0.26 3.93 2.17
C 0.54 3.59 3.35
C 2.01 3.51 3.03
C 0.22 4.67 4.35
H -3.84 4.01 -2.07
H -3.76 3.63 -0.35
H -2.84 2.66 -1.52
H -2.39 5.63 -1.00
H -0.74 3.57 -2.53
H -0.21 5.23 -2.16
H -1.60 4.96 -3.22
H 0.17 2.62 3.70
H 2.36 4.44 2.58
H 2.23 2.68 2.35
H 2.56 3.34 3.96
H 0.57 5.64 3.99
H 0.71 4.45 5.30
H -0.85 4.74 4.53
O -1.69 0.45 -4.20
C -0.88 0.85 -3.41
O -1.19 1.10 -2.14
C 0.53 1.16 -3.79
C 1.60 0.70 -3.05
C 2.91 0.99 -3.39
C 3.16 1.78 -4.50
C 2.08 2.24 -5.24
C 0.78 1.94 -4.92
N 2.35 3.10 -6.42
O 1.38 3.58 -6.97
O 3.50 3.26 -6.73
H 1.42 0.07 -2.17
H 3.74 0.61 -2.81
H 4.17 2.04 -4.81
H -0.03 2.30 -5.53
N 1.41 -2.69 3.14
C 2.27 -2.48 1.92
P 2.20 -0.66 1.67
O 2.56 -0.10 3.01
O 0.88 -0.41 1.02
C 3.59 -0.09 0.58
N 4.44 0.81 1.44
H 1.53 -3.61 3.56
H 0.42 -2.56 2.91
H 1.66 -1.97 3.84
H 1.87 -3.06 1.09
H 3.27 -2.81 2.18
H 3.18 0.49 -0.24
H 4.19 -0.90 0.18
H 3.98 0.79 2.39
H 4.45 1.77 1.09
H 5.40 0.49 1.53
S -2.90 -3.09 -0.67
C -2.36 -1.48 -0.60
N -1.10 -1.28 -0.86
C -0.45 -2.48 -1.15
C 0.89 -2.65 -1.51
C 1.35 -3.93 -1.77
C 0.50 -5.04 -1.67
C -0.83 -4.88 -1.33
C -1.30 -3.59 -1.08
H -3.04 -0.67 -0.38
H 1.54 -1.80 -1.64
H 2.37 -4.08 -2.09
H 0.88 -6.03 -1.89
H -1.49 -5.74 -1.28
```

Output
Molar mass = 831.89 u
Gap between HOMO and LUMO = 7.4 eV
E_tot = -3660.2637 hartree
Energy relative to the best compared isomer or geometry (same formula, charge and spin) = 30.02 kcal/mol
HOMO = -0.4989 hartree
Charge = +2

Mulliken atomic charge list, values in e, 5 entries: Ir 2.41; C -1.15; C 0.59; C -0.93; O -0.44



No. 7
The following is a quantum chemistry calculation of C22H33N3O in the gas phase, from the Open Molecules 2025 dataset.

Geometry as XYZ:
```
59
Properties=species:S:1:pos:R:3
C -5.40 -2.65 1.70
H -5.42 -2.92 2.75
H -6.39 -2.86 1.28
H -4.68 -3.29 1.19
C -5.03 -1.19 1.53
H -5.75 -0.57 2.08
H -4.05 -1.01 1.96
C -4.97 -0.76 0.05
N -4.08 0.38 -0.09
C -4.67 1.61 0.40
C -6.03 1.95 -0.23
C -6.99 0.78 -0.03
C -6.36 -0.51 -0.56
H -7.01 -1.36 -0.35
H -6.25 -0.42 -1.64
H -7.21 0.68 1.04
H -7.93 0.97 -0.54
H -6.43 2.86 0.21
H -5.90 2.12 -1.30
H -4.80 1.51 1.48
H -3.96 2.43 0.23
C -3.44 0.53 -1.39
H -3.51 -0.42 -1.94
C -1.96 0.87 -1.21
H -1.86 1.77 -0.61
C -1.23 -0.28 -0.50
N 0.15 0.04 -0.23
C 1.19 -0.55 -0.89
O 1.02 -1.45 -1.69
C 2.54 -0.04 -0.52
C 3.59 -0.94 -0.57
C 4.87 -0.51 -0.23
C 5.08 0.85 0.14
C 4.02 1.76 0.16
C 2.76 1.30 -0.17
H 1.95 2.00 -0.18
H 4.17 2.79 0.41
N 6.40 1.00 0.42
C 7.04 -0.21 0.23
C 6.14 -1.15 -0.16
C 6.37 -2.59 -0.47
H 5.86 -2.86 -1.39
H 7.43 -2.81 -0.59
H 5.98 -3.22 0.33
C 8.51 -0.32 0.47
H 8.84 -1.33 0.24
H 8.75 -0.11 1.51
H 9.06 0.39 -0.15
C 7.05 2.22 0.83
H 7.76 2.55 0.06
H 7.60 2.07 1.76
H 6.31 2.99 0.97
H 3.40 -1.96 -0.86
H 0.34 0.77 0.43
H -1.74 -0.51 0.43
H -1.22 -1.17 -1.14
H -1.50 1.05 -2.18
H -3.91 1.30 -2.01
H -4.50 -1.59 -0.49
```

Output
Molar mass = 355.53 u
Gap between HOMO and LUMO = 8.4 eV
E_tot = -1097.6553 hartree
Energy relative to the best compared isomer or geometry (same formula, charge and spin) = 18.19 kcal/mol
HOMO = -0.2809 hartree
SMILES = CC[C@H]1CCCCN1CCCNC(=O)c1ccc2c(c1)c(C)c(C)n2C

natural (NBO) atomic charge list, values in e, 5 entries: C -0.60; H 0.21; H 0.20; H 0.20; C -0.41